Entry 1:
Entry from OMol25: a cluster of 2 separate species, C4H11NO3 in total at a distorted geometry (ωB97M-V/def2-TZVPD).

Calculated values
* M: 121.14 Da
* E_tot: -439.4547 Eh
* lowest unoccupied orbital energy: 0.734 eV
* ΔE to the lowest compared entry with this formula, charge and spin: 186.9 kJ/mol

```
! RIJCOSX wB97M-V def2-TZVPD def2/J DEFGRID3
* xyz 0 1
C 0.57 -0.40 2.06
C 0.39 0.42 0.73
O -0.02 1.72 1.12
C -0.66 -0.14 -0.22
N -2.07 -0.32 0.15
C -0.79 0.72 -1.49
O 0.00 0.66 -2.40
H 1.11 -1.34 1.91
H -0.39 -0.55 2.53
H 1.19 0.18 2.76
H 1.35 0.46 0.19
H 0.64 2.38 0.91
H -0.36 -1.08 -0.78
H -2.35 -1.24 0.45
H -2.45 0.34 0.82
H -1.76 1.23 -1.47
O 2.06 -1.06 -2.08
H 2.01 -1.68 -2.84
H 1.55 -0.29 -2.37
*
```

***

Entry 2:
Entry from OMol25: a cluster of 2 separate species, C4H8N2O2 in total at a distorted geometry (ωB97M-V/def2-TZVPD).

Calculated values
* M: 116.12 Da
* E_tot: -417.1070 Eh
* lowest unoccupied orbital energy: 0.480 eV
* ΔE to the lowest compared entry with this formula, charge and spin: 391.1 kJ/mol

```
! RIJCOSX wB97M-V def2-TZVPD def2/J DEFGRID3
* xyz 0 1
C 1.32 1.68 -1.54
C 0.29 0.85 -1.41
C 0.30 -0.29 -0.49
O 1.34 -0.48 0.31
N -0.79 -1.02 -0.43
N -0.76 -2.13 0.35
H 2.21 1.55 -0.94
H 1.30 2.49 -2.25
H -0.61 0.94 -2.01
H 0.91 -0.40 1.37
H -1.44 -2.81 0.05
H 0.15 -2.50 0.60
C -1.06 0.52 1.56
O -0.19 -0.04 2.23
H -2.10 0.16 1.56
H -0.87 1.47 1.05
*
```

***

Entry 3:
Entry from OMol25: a structure of composition C33H32IN5O4P2Ru (ωB97M-V/def2-TZVPD).

Calculated values
* M: 852.57 Da
* E_tot: -2925.2568 Eh
* lowest unoccupied orbital energy (spin up / spin down): -12.337 / -14.521 eV
* ΔE to the lowest compared entry with this formula, charge and spin: 33.4 kJ/mol

```
! RIJCOSX wB97M-V def2-TZVPD def2/J DEFGRID3
* xyz 4 5
Ru -0.87 0.23 0.73
I -0.92 0.98 3.33
C 0.76 0.27 4.36
C 0.46 0.09 5.71
C 1.46 -0.20 6.62
C 2.78 -0.30 6.16
C 3.09 -0.13 4.80
C 4.44 -0.18 4.43
C 4.83 0.02 3.11
C 3.85 0.20 2.16
C 2.47 0.21 2.46
P 1.50 0.19 0.87
C 2.03 1.71 0.07
C 1.99 2.89 0.82
C 2.33 4.10 0.24
C 2.72 4.14 -1.10
C 2.76 2.97 -1.85
C 2.41 1.76 -1.28
C 2.05 -1.30 0.03
C 1.27 -2.45 0.25
C 1.63 -3.66 -0.32
C 2.76 -3.74 -1.12
C 3.55 -2.61 -1.34
C 3.20 -1.39 -0.76
C 2.06 0.12 3.82
H -0.55 0.21 6.07
H 1.23 -0.34 7.67
H 3.58 -0.50 6.86
H 5.19 -0.35 5.20
H 5.87 0.02 2.83
H 4.16 0.33 1.13
H 1.70 2.87 1.87
H 2.31 5.01 0.82
H 3.01 5.08 -1.54
H 3.09 3.01 -2.88
H 2.46 0.85 -1.87
H 0.41 -2.40 0.91
H 1.04 -4.55 -0.13
H 3.05 -4.68 -1.56
H 4.43 -2.67 -1.95
H 3.83 -0.53 -0.94
O -6.88 0.75 1.08
C -6.50 -0.50 1.28
O -7.26 -1.40 1.48
C -5.02 -0.83 1.26
C -4.59 -2.11 1.53
N -3.26 -2.13 1.41
N -2.77 -0.93 1.07
C -3.84 -0.13 0.97
C -3.60 1.29 0.57
O -4.48 2.09 0.41
O -2.30 1.59 0.41
H -6.14 1.37 0.93
H -5.17 -2.98 1.80
H -2.65 -2.92 1.58
C -1.92 -1.25 -4.40
N -2.87 -0.24 -3.73
C -2.50 1.18 -4.23
N -1.13 1.44 -3.97
C -0.27 0.45 -4.62
N -0.57 -0.90 -4.14
C -0.14 -1.13 -2.76
P -1.06 0.04 -1.67
C -2.79 -0.32 -2.23
C -0.81 1.64 -2.57
H -2.13 -1.20 -5.47
H -2.17 -2.24 -4.02
H -3.83 -0.45 -4.01
H -3.16 1.89 -3.73
H -2.70 1.18 -5.30
H 0.78 0.69 -4.43
H -0.43 0.48 -5.70
H 0.93 -0.98 -2.67
H -0.35 -2.16 -2.46
H -3.48 0.41 -1.81
H -3.09 -1.32 -1.92
H 0.22 1.98 -2.46
H -1.47 2.40 -2.12
*
```

***

Entry 4:
Entry from OMol25: a structure of composition C6H11BCdN2O3P2 at a distorted geometry (ωB97M-V/def2-TZVPD).

Calculated values
* M: 344.34 Da
* E_tot: -1445.1269 Eh
* lowest unoccupied orbital energy: -10.977 eV
* ΔE to the lowest compared entry with this formula, charge and spin: 0.0 kJ/mol

```
! RIJCOSX wB97M-V def2-TZVPD def2/J DEFGRID3
* xyz 2 1
N -1.19 1.34 2.49
P -0.72 1.84 1.12
O -1.96 1.73 0.03
O -0.08 3.28 0.94
B 0.49 0.48 0.57
C -0.10 -0.60 -0.34
C -0.20 -1.95 0.11
C -0.76 -2.97 -0.71
C -1.23 -2.67 -1.99
C -1.17 -1.35 -2.45
C -0.64 -0.33 -1.65
P 2.17 0.31 1.35
N 2.84 1.81 1.52
O 3.21 -0.56 0.46
H -1.07 1.95 3.29
H -1.90 2.34 -0.72
H -0.57 3.95 0.44
H 0.19 -2.21 1.10
H -0.79 -3.99 -0.34
H -1.65 -3.45 -2.61
H -1.53 -1.11 -3.45
H -0.59 0.68 -2.04
H 3.72 1.79 2.02
H 3.00 2.28 0.63
H 3.05 -1.51 0.43
Cd -2.52 -1.08 -0.21
*
```

***

- Which of these has the lowest M?
  C4H8N2O2